C40H76NO12S | wB97M-V/def2-TZVPD

Properties
Net charge: +1
LUMO energy (hartree): -0.1529
Gap between HOMO and LUMO (eV): 6.70

Structure (XYZ):
```
130
Properties=species:S:1:pos:R:3:forces:R:3
C 3.918223 -3.883427 1.772346 -0.346 0.431 0.006
C 2.833454 -2.801384 1.928480 0.616 0.117 0.259
C 3.500666 -1.430726 2.261909 -0.813 -0.333 -0.161
C 3.073867 -0.269800 1.355206 0.863 -0.170 -0.572
C 3.632119 -0.424751 -0.098505 -0.367 0.247 0.448
C 2.541337 -0.565393 -1.169657 0.423 0.273 -0.051
C 3.057030 -1.140685 -2.508370 -0.801 -0.535 1.372
C 3.649776 -2.546604 -2.253415 0.165 0.013 -1.314
C 5.064979 -2.757393 -2.836109 -0.716 -0.322 0.591
C 5.256298 -4.272074 -3.014042 0.265 0.754 -0.517
C 6.684996 -4.732147 -3.405759 -0.215 -0.063 0.554
C 7.789867 -3.916920 -2.789944 0.268 -0.197 0.329
C 8.268162 -2.710015 -3.310481 -0.062 -0.119 0.026
C 9.310220 -2.027641 -2.693029 -0.276 -0.537 -0.051
C 9.873401 -2.567718 -1.553657 0.072 0.614 -0.313
N 9.407937 -3.715637 -1.050955 -0.515 -0.465 0.191
S 10.181167 -4.332407 0.380683 0.534 -0.092 0.330
C 8.399404 -4.393667 -1.639993 -0.065 0.315 -0.363
H 3.510131 -4.893492 1.772801 0.014 -0.016 -0.146
H 4.476184 -3.698316 0.848770 0.061 -0.178 0.003
H 4.614242 -3.788580 2.609120 0.053 -0.160 -0.018
H 2.192610 -3.090605 2.763259 -0.113 0.037 -0.082
H 2.193805 -2.733944 1.048349 0.069 -0.079 -0.070
H 3.253106 -1.202524 3.300522 0.166 0.177 0.016
H 4.585776 -1.552573 2.203879 0.045 0.155 0.020
H 1.989061 -0.181918 1.295183 -0.041 0.104 0.262
H 3.512204 0.642800 1.762458 -0.377 0.126 0.148
H 4.327759 -1.268743 -0.074924 -0.061 -0.062 -0.276
H 4.223715 0.460370 -0.350682 0.122 -0.065 0.027
H 1.717017 -1.172042 -0.787248 0.104 -0.223 -0.110
H 2.112270 0.428264 -1.336295 -0.030 -0.026 -0.034
H 2.168380 -1.267391 -3.128140 0.209 0.197 -0.349
H 3.744329 -0.456066 -3.004740 0.131 -0.034 0.020
H 3.632308 -2.842643 -1.205881 -0.044 0.122 0.054
H 3.018729 -3.267103 -2.783302 -0.108 0.004 0.159
H 5.788032 -2.338832 -2.127284 0.112 0.063 -0.152
H 5.124916 -2.209217 -3.780512 0.204 -0.103 -0.067
H 4.591545 -4.577294 -3.824789 -0.076 -0.132 0.117
H 4.889854 -4.764451 -2.112222 0.272 -0.110 0.076
H 6.802923 -5.751148 -3.032129 0.071 -0.110 -0.335
H 6.801067 -4.746908 -4.489324 0.037 0.066 -0.011
H 7.807106 -2.334224 -4.214629 0.065 0.149 0.008
H 9.692681 -1.101217 -3.091294 0.038 0.037 0.027
H 10.694263 -2.077527 -1.050422 -0.031 -0.136 0.204
H 9.185251 -5.108310 0.858532 -0.116 0.318 -0.357
H 8.102803 -5.323012 -1.178397 0.022 -0.034 0.028
O 0.640742 -3.559384 -0.768522 0.123 0.035 0.107
C -0.135189 -3.380685 -1.671469 -0.139 -0.199 -0.145
O -0.895763 -2.280070 -1.661072 0.157 0.294 0.177
C -1.730470 -1.882929 -2.758378 -0.307 -0.002 -0.216
C -3.067073 -2.594735 -2.728111 0.043 -0.166 0.095
C -0.306325 -4.396773 -2.774260 0.191 0.169 -0.340
H -1.207400 -2.008322 -3.706742 0.018 -0.051 0.023
H -1.886999 -0.813422 -2.633798 0.168 0.013 0.103
H -2.953729 -3.674551 -2.829955 0.002 0.009 -0.086
H -3.704394 -2.238604 -3.537232 0.013 0.029 0.003
H -3.568387 -2.413020 -1.777062 -0.013 0.076 -0.025
H -0.955728 -5.194619 -2.416272 0.003 -0.007 0.020
H 0.671482 -4.812713 -3.007798 -0.013 -0.088 0.151
H -0.712888 -3.991520 -3.697020 -0.111 -0.017 0.061
O -1.291395 1.252514 -5.438854 0.055 -0.144 0.104
C -1.036036 2.172031 -4.708603 -0.253 0.232 -0.076
O -0.468866 1.921007 -3.515958 0.213 -0.361 0.023
C 0.018019 2.943732 -2.637509 -0.097 0.217 0.200
C -1.084967 3.545939 -1.794360 -0.046 -0.104 -0.153
C -1.405236 3.589936 -5.072411 0.408 0.195 -0.099
H 0.569496 3.699298 -3.199886 -0.059 0.006 -0.050
H 0.741140 2.442587 -1.994868 -0.007 -0.118 -0.087
H -1.840369 4.038427 -2.404189 0.035 0.099 0.037
H -0.681739 4.281316 -1.100758 -0.023 0.016 0.004
H -1.591166 2.766326 -1.223064 0.066 -0.010 0.044
H -2.460364 3.743876 -4.851716 -0.011 -0.007 0.007
H -1.244014 3.718007 -6.140299 -0.161 -0.113 -0.028
H -0.821478 4.351359 -4.561538 -0.107 -0.016 0.110
O 2.821197 -3.481334 -5.967479 0.040 0.130 0.125
C 3.842057 -3.374689 -6.588333 -0.038 -0.245 -0.188
O 4.239917 -2.158563 -7.003883 -0.111 0.249 0.266
C 5.505373 -1.905290 -7.617512 0.117 -0.003 -0.221
C 5.489341 -2.208058 -9.101257 -0.093 -0.114 -0.017
C 4.659902 -4.586794 -6.965026 0.499 0.029 0.272
H 6.301709 -2.439698 -7.092421 -0.031 -0.062 -0.029
H 5.686319 -0.842701 -7.463075 -0.105 0.009 0.071
H 5.287110 -3.261049 -9.297103 0.071 -0.018 0.018
H 6.448156 -1.953487 -9.553281 -0.003 0.023 0.009
H 4.705725 -1.631598 -9.591595 0.035 0.061 0.018
H 4.226042 -5.055521 -7.846545 -0.047 -0.015 0.026
H 4.632914 -5.287530 -6.132710 -0.242 -0.083 -0.089
H 5.707777 -4.369884 -7.163670 -0.048 0.013 -0.168
O -2.733763 5.582773 -0.217403 -0.028 -0.018 -0.101
C -3.622682 5.048617 0.389331 -0.008 0.204 0.318
O -4.676967 4.573200 -0.306266 0.032 -0.139 -0.318
C -5.718328 3.800277 0.293354 -0.191 -0.011 0.129
C -6.760532 4.673641 0.961392 0.065 0.134 0.057
C -3.627838 4.959365 1.893900 0.108 -0.446 -0.091
H -5.301452 3.057198 0.975375 0.016 0.052 0.033
H -6.172812 3.250051 -0.529428 0.079 0.044 -0.074
H -6.333168 5.256518 1.777826 0.004 -0.071 0.043
H -7.569975 4.062345 1.362440 -0.004 -0.011 -0.025
H -7.176418 5.379151 0.242025 -0.032 -0.056 -0.034
H -3.966729 5.908115 2.304445 0.034 0.006 0.050
H -2.612118 4.777395 2.235044 0.039 0.228 -0.011
H -4.248113 4.162031 2.292709 -0.097 0.124 0.027
O -2.791186 5.818568 5.020821 -0.001 -0.019 -0.094
C -3.689402 5.282483 5.611583 0.004 0.143 0.256
O -4.734237 4.811209 4.908714 0.003 -0.138 -0.310
C -5.783367 4.022855 5.489034 -0.215 -0.032 0.202
C -6.834937 4.875913 6.158549 0.009 0.343 -0.169
C -3.702955 5.184100 7.117945 0.079 -0.420 0.081
H -5.369792 3.272600 6.164136 0.006 0.051 0.041
H -6.227605 3.481937 4.653791 0.109 0.048 -0.086
H -6.420917 5.448000 6.988243 -0.017 -0.092 0.072
H -7.634600 4.252295 6.542241 -0.021 -0.055 0.038
H -7.249934 5.592908 5.447014 0.037 -0.056 -0.059
H -4.044032 6.134713 7.525096 0.002 0.020 -0.005
H -2.684980 5.001165 7.454304 0.038 0.182 -0.050
H -4.327693 4.385611 7.511162 -0.103 0.108 -0.013
O -7.451531 3.061081 8.529614 0.032 -0.118 0.023
C -8.331624 2.488896 9.116185 -0.024 0.144 0.221
O -9.359362 1.994253 8.407869 0.049 -0.101 -0.274
C -10.391196 1.181425 8.977791 -0.218 -0.033 0.149
C -11.473252 2.015612 9.631273 0.078 0.142 0.029
C -8.336970 2.378389 10.621224 0.091 -0.389 0.068
H -9.965309 0.442410 9.657989 0.023 0.057 0.033
H -10.810695 0.628800 8.139188 0.094 0.045 -0.078
H -11.084148 2.602511 10.463301 0.001 -0.065 0.048
H -12.271585 1.375811 10.007244 0.000 -0.013 -0.020
H -11.894528 2.716127 8.910359 -0.030 -0.057 -0.034
H -8.707254 3.314083 11.037757 0.005 0.019 -0.005
H -7.312960 2.225616 10.953646 0.029 0.176 -0.044
H -8.932468 1.556174 11.009406 -0.098 0.091 -0.012
```
Forces are in eV/Å.

Atom charges from the Löwdin analysis, given in e for atoms 1 to 5: C -0.1169; C -0.2336; C -0.2173; C -0.1919; C -0.1972

C40H78N8O7S | wB97M-V/def2-TZVPD

Properties
Net charge: 0
LUMO energy (hartree): -0.0076
ΔE to the lowest compared entry with this formula, charge and spin (kcal/mol): 0.0
Gap between HOMO and LUMO (eV): 7.81

Structure (XYZ):
```
134
Properties=species:S:1:pos:R:3:forces:R:3
C -1.829079 5.482411 -5.615966 0.922 -0.117 0.841
C -2.017176 4.726111 -4.236485 -0.027 -0.131 -0.779
C -3.112242 3.561644 -4.288248 1.015 0.931 1.528
C -2.921745 2.728214 -2.912934 -0.917 0.840 -1.734
C -4.055000 3.213443 -1.928077 -0.439 -1.385 0.281
C -3.869279 2.777943 -0.409184 0.469 0.921 0.751
C -2.406790 2.338764 -0.010483 0.231 0.056 0.445
C -2.035583 0.834421 -0.378783 0.528 1.171 -1.013
C -0.707031 0.765294 -1.280691 -0.149 -0.762 -0.276
C 0.259882 -0.415392 -0.840407 -0.228 0.444 0.410
C 1.422497 0.020316 0.135251 0.619 -0.240 -0.072
C 2.301716 1.241145 -0.422316 -1.633 0.087 0.856
C 1.997146 2.533700 0.448192 0.093 -0.189 -0.617
C 2.658659 3.861188 -0.129962 0.894 -0.552 1.549
C 3.198181 4.685799 1.107444 2.112 1.814 0.460
C 2.393980 4.875666 2.392044 1.967 1.310 0.895
C 2.894874 5.604764 3.569032 -0.296 -0.816 -2.518
C 1.970150 5.726755 4.855205 0.865 -1.195 -0.299
O 2.529911 6.565659 5.863164 -1.071 0.341 -0.871
C 1.708989 7.709205 6.153751 0.322 0.247 0.611
C 4.283784 6.185744 3.472856 0.325 -0.047 -0.354
N 4.978894 6.876704 4.456772 0.184 -0.993 -2.801
S 6.442446 7.271869 3.780008 -1.469 -0.924 -1.026
N 6.332665 6.642702 2.226975 -2.707 -0.721 1.926
C 5.079472 6.035468 2.186607 -0.111 0.008 -0.026
C 4.527646 5.284060 0.999819 -2.029 -0.191 1.874
H -2.797469 5.792616 -6.096603 1.035 -0.324 0.439
H -1.206296 4.812155 -6.280917 -0.982 0.712 0.378
H -1.165936 6.379889 -5.405582 -0.965 -0.812 -0.479
H -2.270658 5.472150 -3.421910 0.098 -0.927 -0.839
H -1.003841 4.292006 -3.962752 -1.174 0.408 -0.276
H -4.107557 4.090595 -4.229508 0.819 -0.860 -0.543
H -3.006643 2.911026 -5.201068 -0.150 0.818 0.827
H -1.877180 2.949247 -2.576383 -1.077 -0.489 -0.019
H -3.020973 1.644142 -3.217901 0.128 0.984 0.929
H -5.016411 2.722035 -2.285547 1.033 0.687 0.250
H -4.255314 4.325036 -1.996735 0.628 -1.148 0.011
H -4.586225 1.984263 -0.055876 0.641 0.750 -0.602
H -4.105234 3.695621 0.216643 0.143 -1.168 -0.591
H -1.655237 3.051980 -0.474928 -0.863 -0.804 0.450
H -2.254842 2.456513 1.108878 -0.455 -0.015 -1.245
H -2.883121 0.434802 -1.015819 0.881 0.048 1.041
H -1.880421 0.254695 0.570921 -0.329 0.320 -1.020
H -0.986093 0.550747 -2.360338 0.203 0.342 1.254
H -0.169668 1.759029 -1.309963 -0.540 -1.060 0.221
H -0.393006 -1.166712 -0.293839 0.857 0.550 -0.782
H 0.713383 -0.888955 -1.758458 -0.455 0.428 0.965
H 2.102515 -0.877924 0.252167 -0.699 0.860 -0.047
H 1.044823 0.246524 1.182838 0.242 -0.152 -1.216
H 3.393353 0.997783 -0.382289 -1.053 0.348 -0.197
H 1.951932 1.424243 -1.471103 0.790 -0.152 0.883
H 2.402361 2.318925 1.486297 -0.611 0.426 -1.092
H 0.882981 2.710290 0.497116 1.048 -0.433 0.205
H 1.976676 4.468352 -0.782598 0.530 -0.628 0.683
H 3.567794 3.545249 -0.723837 -1.024 0.543 0.456
H 1.365370 4.420374 2.421707 1.200 0.579 0.053
H 0.923724 6.030708 4.581248 0.998 -0.207 0.076
H 1.921717 4.674385 5.283979 -0.087 1.145 -0.447
H 1.020262 7.441819 7.004642 0.426 0.409 -0.839
H 2.399417 8.534786 6.497941 -0.782 -0.879 -0.415
H 1.118698 8.060383 5.264128 0.569 -0.330 0.768
H 5.154661 5.206205 0.073667 -0.793 0.005 1.063
C -4.301249 2.028695 3.722344 -0.013 -0.246 0.023
O -4.531414 2.629000 2.690113 -0.047 -0.152 0.048
N -4.437985 0.690815 3.893202 0.094 0.458 0.182
C -4.143754 0.041612 5.154408 -0.053 -0.120 -0.279
C -4.893287 -0.116289 2.775706 0.005 0.272 -0.160
H -3.949442 2.547477 4.629792 0.009 -0.065 0.060
H -3.353452 -0.697228 5.000898 -0.031 -0.030 0.164
H -5.044457 -0.458941 5.518656 0.108 -0.046 0.143
H -3.813999 0.767741 5.897583 -0.035 0.018 -0.103
H -4.195944 -0.003578 1.942704 -0.106 -0.117 -0.042
H -5.877593 0.233992 2.456643 0.040 -0.091 -0.092
H -4.952856 -1.165021 3.063332 0.080 0.102 0.056
C 0.599154 0.356871 -5.865058 -0.174 0.047 -0.069
O 0.521273 -0.190932 -4.782250 -0.132 0.003 -0.123
N -0.451528 0.647849 -6.673155 0.487 0.010 0.076
C -0.278258 1.303546 -7.953680 -0.244 -0.094 0.172
C -1.790652 0.291270 -6.241212 0.201 -0.108 0.271
H 1.568510 0.670058 -6.287793 -0.024 0.051 -0.080
H -0.832814 2.245159 -7.952224 0.068 0.013 -0.180
H -0.664616 0.654972 -8.743810 0.052 0.147 -0.113
H 0.774702 1.510259 -8.145060 -0.051 -0.042 0.084
H -2.005301 0.794391 -5.295961 -0.135 -0.118 -0.021
H -1.840120 -0.788081 -6.082306 -0.148 0.061 0.055
H -2.525534 0.586129 -6.989409 0.135 0.027 -0.003
C -1.104490 -3.785763 1.649836 0.318 -0.105 -0.039
O -1.515358 -2.867341 2.340408 0.114 -0.025 0.080
N 0.179282 -4.209835 1.596845 -0.527 0.048 -0.125
C 0.590725 -5.312680 0.749358 0.259 0.361 0.111
C 1.173574 -3.540037 2.413618 -0.264 0.231 0.013
H -1.776318 -4.361559 0.992266 0.063 -0.054 -0.032
H 1.019078 -6.099781 1.371882 -0.044 -0.095 -0.194
H 1.343772 -4.955672 0.040817 0.027 -0.104 -0.020
H -0.254403 -5.715687 0.198716 0.046 0.088 0.158
H 0.884724 -3.621381 3.462287 0.170 0.124 -0.022
H 1.206943 -2.482750 2.140243 0.097 -0.007 0.126
H 2.155189 -3.988307 2.267666 -0.132 -0.061 -0.020
C -0.890872 -8.611234 -0.361388 -0.206 -0.153 -0.090
O -0.848913 -7.821153 0.564057 -0.299 -0.315 -0.094
N -2.024350 -9.101369 -0.919045 0.499 0.047 0.032
C -1.995077 -10.041619 -2.021686 -0.221 0.130 0.147
C -3.307724 -8.670824 -0.395115 0.188 0.157 0.184
H 0.026338 -9.001271 -0.832396 -0.031 -0.047 -0.045
H -2.515629 -9.606183 -2.877889 0.047 -0.167 -0.076
H -2.498361 -10.963275 -1.720132 0.046 -0.048 -0.176
H -0.969228 -10.272845 -2.308044 -0.044 0.064 0.077
H -3.388956 -7.585916 -0.488583 -0.135 -0.054 0.079
H -3.371610 -8.935184 0.662390 -0.129 0.086 -0.038
H -4.120662 -9.147179 -0.941405 0.131 -0.009 -0.016
C 4.340999 0.360900 -3.377778 0.102 -0.059 -0.099
O 3.927698 1.277065 -2.694088 0.526 -0.007 -0.380
N 5.630996 -0.059471 -3.425362 -0.402 -0.047 -0.121
C 6.049743 -1.162140 -4.266411 0.132 0.202 0.218
C 6.620728 0.617523 -2.607751 -0.272 0.145 0.062
H 3.671671 -0.219210 -4.034808 0.010 -0.043 -0.009
H 6.480490 -1.947403 -3.640318 0.028 -0.094 -0.176
H 6.802881 -0.807283 -4.974400 0.004 -0.187 -0.058
H 5.204493 -1.571072 -4.819982 0.002 0.081 0.078
H 6.333378 0.540438 -1.557035 0.138 0.099 -0.004
H 6.653671 1.673760 -2.883289 0.098 -0.016 0.132
H 7.603582 0.170639 -2.752133 -0.111 -0.030 -0.049
C 1.023976 -5.498830 5.478614 -0.130 -0.099 0.042
O 2.160858 -5.898213 5.314920 -0.155 -0.143 -0.017
N -0.073591 -6.284933 5.603370 0.189 0.416 -0.004
C -1.398453 -5.730137 5.795904 0.105 -0.270 -0.033
C 0.084133 -7.725893 5.541591 0.304 0.097 -0.049
H 0.792481 -4.422715 5.540062 -0.105 -0.011 0.053
H -1.806971 -6.097433 6.740780 -0.143 0.098 -0.047
H -2.042964 -6.047606 4.972679 -0.121 0.118 0.086
H -1.363739 -4.640993 5.821518 0.071 -0.074 -0.044
H 0.758856 -8.048464 6.337458 -0.031 -0.127 -0.089
H 0.523738 -7.998841 4.579940 -0.020 -0.134 0.082
H -0.880218 -8.219186 5.656547 0.025 0.131 -0.007
```
Forces are in eV/Å.

Atom charges from the Löwdin analysis, given in e for atoms 1 to 5: C -0.1347; C -0.2708; C -0.1972; C -0.2096; C -0.1945

> Among the records above, which one has the highest gap between HOMO and LUMO?

C40H78N8O7S

> Which of these has the highest gap between HOMO and LUMO?

C40H78N8O7S

> Which of these has the lowest LUMO energy?

C40H76NO12S

> Which value of net charge does entry 1 give?

+1